Record 1
{"formula": "C30H64NO12", "method": "wB97M-V/def2-TZVPD", "species": ["N", "H", "H", "H", "H", "O", "C", "O", "C", "C", "C", "H", "H", "H", "H", "H", "H", "H", "H", "O", "C", "O", "C", "C", "C", "H", "H", "H", "H", "H", "H", "H", "H", "O", "C", "O", "C", "C", "C", "H", "H", "H", "H", "H", "H", "H", "H", "C", "C", "O", "C", "H", "H", "H", "H", "H", "H", "C", "C", "O", "C", "H", "H", "H", "H", "H", "H", "C", "C", "O", "C", "H", "H", "H", "H", "H", "H", "C", "C", "O", "C", "H", "H", "H", "H", "H", "H", "C", "C", "O", "C", "H", "H", "H", "H", "H", "H", "C", "C", "O", "C", "H", "H", "H", "H", "H", "H"], "coordinates": [[11.2970, 3.3190, 40.2890], [10.9210, 4.0890, 39.8530], [12.2470, 3.0740, 40.0400], [10.5960, 2.4820, 40.0950], [11.3300, 3.5930, 41.1960], [8.8230, 3.8770, 38.7140], [7.5910, 3.5270, 38.6280], [6.9610, 3.5790, 37.5470], [7.5840, 3.2760, 36.2570], [6.5810, 3.4990, 35.1000], [6.7520, 3.2360, 39.9490], [8.1990, 2.4360, 36.4270], [8.3540, 4.0170, 36.2340], [6.2920, 2.5920, 34.9910], [7.1360, 3.8110, 34.1070], [5.9960, 4.1450, 35.4010], [7.4950, 2.9180, 40.7320], [6.0820, 2.2840, 39.6670], [6.2930, 4.0740, 40.1810], [13.0660, 2.6160, 38.7380], [12.8350, 1.5330, 38.9990], [12.5820, 0.5440, 38.2290], [12.2240, 0.8020, 36.8150], [11.7620, -0.5300, 36.1440], [12.8380, 1.1280, 40.4990], [12.9960, 1.1550, 36.4000], [11.4000, 1.4360, 36.8010], [12.8480, -0.9300, 35.9070], [11.2800, -0.1920, 35.1450], [11.1750, -1.2170, 37.0320], [13.6430, 0.6370, 40.6530], [11.8650, 0.5650, 40.8740], [12.9450, 2.1070, 40.8770], [9.4090, 5.3740, 42.1560], [9.2740, 6.6030, 41.8840], [9.8750, 7.5990, 42.4860], [10.4870, 7.3890, 43.7230], [10.8330, 8.7190, 44.4100], [8.4280, 7.0540, 40.7280], [11.4190, 6.8720, 43.7670], [9.8520, 6.6840, 44.3560], [11.5440, 9.1830, 43.7300], [11.4670, 8.5610, 45.2090], [9.9990, 9.4300, 44.6410], [7.7720, 6.3850, 40.1260], [8.9480, 7.6770, 39.8830], [7.7580, 7.7320, 41.1310], [16.7880, 4.9740, 38.0190], [16.4570, 3.4800, 38.5470], [17.0220, 2.4660, 37.8860], [15.5580, 3.2540, 39.7620], [17.8350, 4.9100, 37.4620], [16.9180, 5.7020, 38.9650], [15.8620, 5.2570, 37.3090], [16.0490, 2.4190, 40.2560], [14.3420, 2.9460, 39.6230], [15.7870, 4.2070, 40.3270], [13.1510, 4.0370, 43.8720], [14.2320, 3.2640, 43.1560], [13.9790, 2.1230, 42.4830], [15.6640, 3.7930, 43.2790], [13.0610, 5.2160, 43.5030], [13.1060, 4.2370, 44.8470], [12.1210, 3.5340, 43.5870], [16.2690, 3.7880, 42.4460], [16.1550, 3.4490, 44.2670], [15.9480, 4.7640, 43.3440], [11.5280, 3.1980, 36.1100], [12.8750, 3.6350, 36.5080], [12.9920, 4.3280, 37.6500], [14.1320, 3.1960, 35.6720], [11.0580, 3.1130, 37.0470], [11.4460, 2.1960, 35.5460], [10.8010, 3.8810, 35.4260], [14.2140, 2.0390, 35.5860], [15.1750, 3.4270, 36.1490], [14.0270, 3.7170, 34.6820], [8.2660, 2.5980, 43.8400], [9.0700, 1.5290, 43.1790], [10.2440, 1.7320, 42.8660], [8.4220, 0.2840, 42.7430], [8.1140, 2.4640, 45.0340], [7.4380, 2.6950, 43.5270], [8.7760, 3.5350, 43.8270], [7.9130, 0.5040, 41.9130], [7.8460, -0.0550, 43.6460], [9.3210, -0.4400, 42.3000], [9.2250, 0.0460, 39.4930], [8.6900, 1.3320, 38.8740], [9.2960, 2.5160, 38.9930], [7.6570, 1.0750, 37.7360], [9.5440, 0.0870, 40.5780], [10.0540, -0.2770, 38.9030], [8.6380, -0.7500, 39.5970], [7.8880, 1.8330, 36.9910], [6.6660, 1.0020, 38.0000], [7.7850, 0.1290, 37.1600], [14.2110, 7.0230, 40.6070], [12.6830, 7.3060, 40.4710], [11.8630, 6.3770, 40.2530], [12.3490, 8.8610, 40.4450], [14.8710, 7.2240, 39.7540], [14.4090, 6.1190, 41.0820], [14.7320, 7.6310, 41.6010], [12.6680, 9.2830, 39.6470], [12.6080, 9.3390, 41.4120], [11.1470, 8.9220, 40.4160]], "lowdin_charge": [0.319, 0.074, 0.049, 0.161, 0.067, 0.048, -0.526, 0.039, -0.147, 0.052, 0.093, 0.056, 0.112, 0.017, 0.154, -0.003, 0.094, 0.141, 0.019, 0.005, -0.583, 0.083, -0.243, -0.026, 0.054, 0.004, 0.032, 0.111, 0.100, 0.150, 0.030, 0.148, 0.018, 0.030, -0.503, 0.009, -0.232, -0.041, 0.021, 0.087, 0.149, 0.065, 0.049, 0.104, 0.086, 0.130, 0.052, -0.054, -0.385, -0.067, -0.031, 0.106, 0.089, 0.100, 0.081, 0.130, 0.061, -0.015, -0.303, -0.051, -0.027, 0.135, 0.019, 0.107, 0.029, 0.140, 0.033, -0.065, -0.348, -0.034, 0.004, 0.051, 0.101, 0.156, 0.104, 0.087, 0.098, 0.014, -0.476, 0.031, -0.014, 0.168, -0.045, 0.063, 0.016, 0.121, 0.152, -0.012, -0.234, -0.146, 0.000, 0.056, 0.062, 0.038, -0.024, 0.069, 0.126, -0.024, -0.365, 0.029, 0.009, 0.076, -0.002, 0.155, -0.006, 0.083, 0.121], "orbital_gap_ha": 0.2344, "total_charge": 1, "e_homo_ev": -8.775, "de_lowest_kcal_mol": 304.02}

Record 2
{"formula": "C30H65Br18FN3O7P2", "method": "wB97M-V/def2-TZVPD", "species": ["C", "C", "O", "C", "C", "O", "C", "C", "C", "C", "N", "C", "P", "N", "O", "O", "C", "N", "C", "C", "F", "P", "O", "O", "O", "H", "H", "H", "H", "H", "H", "H", "H", "H", "H", "H", "H", "H", "H", "H", "H", "H", "H", "H", "H", "H", "H", "H", "H", "H", "H", "H", "H", "H", "Br", "C", "C", "Br", "H", "H", "H", "H", "Br", "C", "C", "Br", "H", "H", "H", "H", "Br", "C", "C", "Br", "H", "H", "H", "H", "Br", "C", "C", "Br", "H", "H", "H", "H", "Br", "C", "C", "Br", "H", "H", "H", "H", "Br", "C", "C", "Br", "H", "H", "H", "H", "Br", "C", "C", "Br", "H", "H", "H", "H", "Br", "C", "C", "Br", "H", "H", "H", "H", "Br", "C", "C", "Br", "H", "H", "H", "H"], "coordinates": [[-2.5832, -2.7399, 1.4513], [-2.3082, -1.3775, 0.5699], [-0.9052, -1.4385, 0.1181], [-0.7837, -2.0555, -1.2095], [0.4359, -3.1374, -1.3778], [0.9314, -3.4358, -0.0286], [1.7200, -2.2017, -1.9155], [2.3649, -1.1175, -0.8185], [3.6331, -1.7016, 0.0298], [3.7053, -0.7896, 1.4308], [4.7459, -1.3349, 2.4057], [2.7255, -3.4936, -2.2627], [4.3150, -3.1522, -3.2597], [4.6564, -4.2316, -4.4151], [5.7102, -3.1809, -2.1595], [4.1108, -1.5305, -3.9563], [1.6333, -4.6193, -2.8234], [0.2068, -4.2049, -2.4024], [-0.5642, -5.4563, -2.1734], [-0.7447, -6.0260, -0.6719], [-1.4206, -7.3576, -0.6902], [-0.4478, -3.7361, -4.0373], [-0.5926, -5.0268, -4.9975], [-2.1116, -3.1211, -3.9262], [0.5824, -2.6435, -4.9148], [-3.1072, -3.5077, 0.7336], [-1.5719, -3.1578, 1.9233], [-3.3148, -2.4853, 2.3426], [-3.0894, -1.2097, -0.3020], [-2.3893, -0.4661, 1.3208], [-0.7605, -1.2689, -2.1062], [-1.7932, -2.6706, -1.3777], [0.2116, -3.7408, 0.5959], [1.4906, -1.4451, -2.8050], [1.5655, -0.6508, -0.1054], [2.7878, -0.2085, -1.4672], [4.6173, -1.4483, -0.5490], [3.5369, -2.8090, 0.3923], [2.6566, -0.9304, 1.9552], [3.8544, 0.3506, 1.1832], [5.1378, -2.2488, 2.0884], [5.4950, -0.6166, 2.5333], [3.1597, -4.0926, -1.3253], [3.9202, -4.9688, -4.3726], [6.1497, -4.1004, -2.2073], [5.0226, -1.1103, -3.7684], [2.0161, -5.6379, -2.3926], [1.7896, -4.7573, -3.9745], [-0.0370, -6.3197, -2.8085], [-1.6571, -5.3460, -2.6415], [-1.2758, -5.2831, 0.0937], [0.3349, -6.2248, -0.2009], [-2.7178, -3.9442, -3.9332], [-0.0626, -2.0497, -5.4404], [-0.4870, 0.4799, 2.5954], [-0.3644, 2.0970, 3.6786], [-1.6994, 2.7986, 3.7669], [-2.0960, 3.7710, 2.1232], [0.4234, 2.7161, 3.2401], [-0.0431, 1.7537, 4.6661], [-1.6837, 3.5608, 4.5510], [-2.5367, 2.1181, 3.9452], [-0.6980, 2.0097, -1.2559], [-0.2975, 3.7956, -1.9294], [1.1771, 4.1043, -1.8176], [1.6693, 4.5426, 0.0182], [-0.9309, 4.4949, -1.3763], [-0.6099, 3.7805, -2.9775], [1.4302, 4.9948, -2.3998], [1.8191, 3.2765, -2.1312], [-5.6889, 4.7862, 5.9458], [-5.5511, 4.4626, 4.0275], [-6.1836, 3.1441, 3.6485], [-5.0271, 1.6453, 4.1183], [-4.4904, 4.5259, 3.7684], [-6.0848, 5.2950, 3.5600], [-6.3119, 3.0750, 2.5646], [-7.1470, 2.9688, 4.1354], [-5.3257, -4.7187, 4.1588], [-5.8619, -3.4271, 5.5181], [-5.1779, -2.0965, 5.3082], [-3.3223, -2.1544, 5.9064], [-5.6451, -3.8783, 6.4905], [-6.9449, -3.3265, 5.4027], [-5.6487, -1.3202, 5.9178], [-5.1666, -1.7741, 4.2633], [6.6358, 0.6262, -3.4819], [6.1947, 1.1626, -5.3043], [7.1376, 2.2325, -5.8030], [6.6953, 3.9734, -5.0426], [5.1465, 1.4748, -5.3004], [6.2953, 0.2513, -5.9008], [7.0379, 2.3613, -6.8844], [8.1855, 2.0352, -5.5604], [-2.9020, 3.3619, 8.3430], [-3.3879, 3.6392, 10.2113], [-4.8523, 3.3498, 10.4442], [-5.9719, 4.8107, 9.7988], [-3.1015, 4.6632, 10.4671], [-2.7624, 2.9404, 10.7741], [-5.0663, 3.2793, 11.5144], [-5.1991, 2.4388, 9.9485], [-9.6847, 1.9708, 3.8439], [-9.7352, 2.9590, 5.5245], [-10.7858, 4.0441, 5.4895], [-10.1795, 5.5803, 4.4517], [-8.7249, 3.3381, 5.7025], [-9.9775, 2.2121, 6.2859], [-10.9705, 4.4350, 6.4940], [-11.7333, 3.7172, 5.0522], [5.9530, 6.8931, -3.3463], [4.6923, 8.1033, -4.2119], [4.7338, 7.9531, -5.7146], [6.3016, 8.8345, -6.4691], [4.9333, 9.1138, -3.8696], [3.7110, 7.8172, -3.8226], [3.8775, 8.4526, -6.1762], [4.7627, 6.9114, -6.0462], [8.1966, -3.3061, -9.6011], [7.3496, -4.4068, -8.2320], [6.4988, -3.5694, -7.3061], [7.5996, -2.5918, -6.0267], [8.1490, -4.9473, -7.7172], [6.7314, -5.1206, -8.7838], [5.8513, -4.2055, -6.6960], [5.8854, -2.8306, -7.8295]], "lowdin_charge": [-0.079, -0.265, -0.278, -0.115, -0.347, 0.009, -0.151, -0.131, -0.191, -0.261, -0.052, -0.238, 0.754, -0.193, -0.264, -0.260, -0.128, -0.194, -0.149, -0.089, -0.088, 0.823, -0.310, -0.189, -0.142, 0.077, 0.099, 0.072, 0.146, 0.046, 0.146, 0.129, 0.111, 0.149, 0.108, 0.136, 0.108, 0.111, 0.099, 0.131, 0.061, 0.069, 0.135, -0.027, 0.105, -0.050, 0.169, 0.129, 0.175, 0.146, 0.132, 0.151, 0.119, 0.138, 0.712, -0.643, -0.696, 0.612, 0.053, 0.065, 0.066, -0.053, 0.596, -0.680, -0.691, 0.601, 0.054, 0.058, 0.057, 0.049, 0.589, -0.673, -0.670, 0.675, 0.008, 0.064, 0.067, -0.029, 0.590, -0.687, -0.716, 0.592, 0.056, 0.061, 0.053, 0.031, 0.681, -0.670, -0.681, 0.595, 0.059, 0.026, 0.064, 0.059, 0.577, -0.691, -0.689, 0.592, 0.055, 0.059, 0.059, 0.054, 0.632, -0.679, -0.686, 0.601, 0.025, 0.063, 0.062, 0.054, 0.575, -0.686, -0.699, 0.608, 0.056, 0.053, 0.058, 0.044, 0.599, -0.697, -0.693, 0.609, 0.054, 0.059, 0.024, 0.054], "orbital_gap_ha": 0.2480, "total_charge": 1, "e_homo_ev": -10.869}